[1]
DFT (ωB97M-V with the def2-TZVPD basis set) results for a cluster of 10 separate species, C17H37N3O34S7 in total.

## Properties
highest occupied orbital energy = -0.40641 Ha
relative energy (zero: lowest compared OMol25 entry of this formula, charge and spin) = 0.0 kcal per mole
lowest unoccupied orbital energy = -0.202 eV
Kohn-Sham gap = 10.857 eV

```
98
Properties=species:S:1:pos:R:3:forces:R:3:lowdin_charge:R:1
C 2.0134 3.6151 2.8862 -0.473 1.022 0.663 0.055
N 3.2347 4.4381 2.5967 -1.422 -1.097 -0.776 -0.453
O 3.0397 5.5140 2.0848 0.433 0.406 0.244 0.074
O 4.2869 3.8736 2.7513 1.089 0.193 0.182 0.062
H 2.2630 2.7827 3.5400 -0.013 0.166 -0.135 0.100
H 1.6184 3.3144 1.9339 0.126 -0.401 -0.523 0.075
H 1.2728 4.3188 3.2896 0.277 -0.386 0.204 0.104
C -0.1467 4.1963 -2.2321 0.003 0.110 -0.222 0.063
N -1.1937 3.1874 -2.6153 0.255 0.950 -0.261 -0.409
O -1.3431 3.0168 -3.8139 -0.061 -0.279 0.286 0.057
O -1.8516 2.6608 -1.7454 0.043 -0.225 -0.032 0.074
H 0.8256 3.8027 -2.5410 -0.428 -0.035 0.141 0.070
H -0.1960 4.3962 -1.1639 0.001 -0.228 -0.180 0.100
H -0.3438 5.1009 -2.8176 -0.107 -0.292 0.145 0.110
C 0.4152 -2.7425 2.7883 -0.137 0.970 1.349 0.080
N 1.2745 -1.9586 3.8353 -1.067 -0.682 -1.978 -0.426
O 1.7828 -0.9212 3.4280 -0.076 -0.526 1.005 0.041
O 1.3230 -2.4574 4.9345 0.465 0.697 0.123 0.063
H -0.6326 -2.5681 3.1522 0.917 -0.336 -0.463 0.105
H 0.7215 -3.7885 2.8987 -0.276 0.396 -0.279 0.077
H 0.5977 -2.2611 1.8203 -0.056 -0.535 0.454 0.054
O -3.1182 -3.3197 -2.9869 0.551 1.763 -0.132 -0.200
S -3.0352 -1.8903 -3.0727 -0.707 1.176 -1.275 0.665
O -3.7856 -1.0262 -2.2177 -0.182 -0.563 0.958 -0.237
O -1.5522 -1.2919 -3.0954 -0.320 -0.964 -0.726 -0.209
C -1.5049 -0.1589 -3.9903 0.124 1.009 -0.229 -0.144
C -2.7228 -0.2218 -4.9541 0.317 -0.666 0.779 -0.150
O -3.4716 -1.3480 -4.5524 0.181 -2.331 0.622 -0.198
H -1.7248 0.7637 -3.4502 0.780 -0.333 0.438 0.078
H -0.4949 -0.1200 -4.4542 -0.860 -0.170 0.325 0.144
H -2.5259 -0.3461 -6.0008 0.340 0.102 -0.449 0.127
H -3.3534 0.6150 -4.7491 -0.194 0.891 -0.273 0.118
O -6.6096 3.0863 1.3741 1.916 0.160 -1.130 -0.233
S -5.3246 2.8778 0.7301 1.293 0.474 1.338 0.652
O -4.1179 3.6414 1.0471 -2.625 -0.713 -0.546 -0.253
O -4.8759 1.3614 0.9856 0.120 -0.386 -0.246 -0.218
C -5.4998 0.5510 -0.0109 0.158 -0.023 -0.929 -0.169
C -5.4124 1.3484 -1.3026 -0.899 1.168 0.494 -0.115
O -5.4907 2.7495 -0.8471 -0.324 0.070 0.329 -0.202
H -5.0135 -0.4083 -0.1747 0.134 0.047 0.590 0.119
H -6.5372 0.4508 0.2401 -0.586 -0.390 0.279 0.125
H -6.2832 1.1655 -1.9375 0.228 0.030 0.030 0.140
H -4.5063 1.3118 -1.8607 0.713 -0.459 -0.218 0.092
O 2.4205 3.8443 -0.8343 -0.830 0.189 -0.052 -0.213
S 3.2109 2.8325 -1.4153 2.993 -2.254 3.070 0.618
O 2.9607 2.2469 -2.6736 -0.602 0.134 -0.829 -0.204
O 4.7222 3.2724 -1.3147 0.540 0.909 -0.577 -0.165
C 5.5320 2.5160 -0.4132 0.377 -1.847 -0.623 -0.129
C 4.8111 1.2041 -0.2550 -0.895 -0.067 -0.034 -0.159
O 3.4551 1.6231 -0.3003 -2.666 0.991 -0.332 -0.219
H 6.4636 2.2558 -0.8815 0.582 0.630 -0.344 0.136
H 5.6773 2.9369 0.5467 -0.087 1.207 0.701 0.113
H 4.9801 0.6463 0.6728 -0.039 0.479 -0.063 0.156
H 4.9140 0.5274 -1.0726 0.691 -0.362 -0.590 0.080
O 5.6295 -2.9766 -3.7953 0.676 0.884 0.870 -0.217
S 5.2360 -1.7750 -3.1276 -2.412 0.952 0.246 0.670
O 5.9965 -1.0461 -2.1241 -0.636 -1.701 -1.700 -0.247
O 4.7038 -0.7018 -4.1902 -0.058 0.082 -0.078 -0.206
C 3.2580 -0.7363 -4.3622 -0.652 1.160 0.314 -0.114
C 2.6730 -1.1820 -2.9925 2.771 -0.246 -1.404 -0.128
O 3.7257 -2.0913 -2.5875 0.883 -0.672 1.038 -0.236
H 2.9463 0.3011 -4.6626 0.414 -1.070 0.306 0.141
H 2.9590 -1.4694 -5.1228 0.418 0.197 0.073 0.132
H 1.8246 -1.7832 -3.1232 -1.309 -0.757 -0.183 0.112
H 2.4993 -0.4605 -2.2404 0.139 0.968 0.408 0.067
O 2.7541 -7.0895 1.1802 0.261 -0.806 0.632 -0.210
S 1.7188 -6.1677 0.9388 -1.407 1.354 -0.662 0.613
O 0.4188 -6.2131 1.5659 1.604 -0.187 -0.422 -0.242
O 2.2775 -4.6693 1.1278 0.371 -0.258 -0.889 -0.227
C 2.8228 -4.1920 -0.1881 -0.558 -0.916 1.977 -0.116
C 1.8082 -4.7404 -1.1186 -0.769 -0.668 0.439 -0.140
O 1.5401 -6.1136 -0.6675 0.421 0.785 0.379 -0.195
H 2.8393 -3.1407 -0.1023 -0.170 1.178 -0.085 0.096
H 3.8261 -4.5442 -0.3220 0.468 -0.531 -0.059 0.133
H 2.2143 -4.7911 -2.1086 -0.346 -0.022 -0.704 0.131
H 0.8605 -4.2117 -0.9661 0.225 0.167 -0.667 0.142
O -3.4584 1.4074 3.9405 0.392 -0.537 -0.609 -0.207
S -3.2837 0.0218 4.2169 -0.080 1.388 2.252 0.642
O -3.0914 -0.9567 3.2133 0.154 -0.231 -0.211 -0.219
O -2.0540 -0.1455 5.3390 -0.789 0.341 -1.964 -0.183
C -2.6361 -0.2996 6.6102 0.298 -0.531 0.905 -0.203
C -3.8672 -1.0787 6.3225 -1.314 0.440 0.317 -0.147
O -4.4965 -0.3496 5.2117 1.317 -0.875 0.015 -0.173
H -1.9663 -0.8799 7.2278 0.371 -0.230 0.038 0.139
H -2.7982 0.6342 7.1309 -0.259 0.483 -0.230 0.136
H -4.5743 -1.1467 7.1314 -0.364 0.427 0.237 0.135
H -3.6492 -2.0881 6.0600 0.310 -0.744 -0.685 0.125
O 0.5016 0.2823 -1.6545 0.848 0.698 -0.821 -0.220
S 0.3983 -0.1830 -0.3250 -6.454 1.683 -0.195 0.545
O 1.2789 -1.1360 0.1456 2.374 -1.861 1.092 -0.190
O 0.0738 0.9988 0.6164 2.339 1.976 0.847 -0.185
C -1.1530 1.0398 1.3684 -0.296 -2.158 -2.209 -0.073
C -2.0611 0.1690 0.4709 1.615 -0.614 0.781 -0.122
O -1.1168 -0.7146 -0.1512 0.621 -2.221 -0.359 -0.204
H -0.9777 0.6854 2.3423 0.178 -0.439 1.202 0.108
H -1.5396 1.9923 1.2960 -0.401 2.318 0.357 0.109
H -2.4185 0.7562 -0.3291 -1.042 0.760 -0.594 0.089
H -2.7911 -0.4320 1.0154 0.135 0.249 -0.300 0.113
```
Positions in Å, forces in eV/Å.

[2]
DFT (ωB97M-V with the def2-TZVPD basis set) results for a cluster of 10 separate species, C17H37N5O28S4 in total.

## Properties
highest occupied orbital energy = -0.37462 Ha
lowest unoccupied orbital energy = -0.901 eV
Kohn-Sham gap = 9.293 eV

```
91
Properties=species:S:1:pos:R:3:forces:R:3:lowdin_charge:R:1
C -4.3223 -17.3717 1.0876 0.502 0.889 -0.940 0.032
N -5.1185 -18.5084 1.4129 -2.683 -3.281 -0.391 -0.421
O -6.3412 -18.3775 1.6955 2.986 0.048 -0.202 0.037
O -4.5859 -19.6039 1.2055 -0.769 0.879 0.772 0.051
H -4.9721 -16.8784 0.3648 0.173 1.034 0.593 0.113
H -3.4673 -17.7070 0.5005 0.139 -0.100 0.514 0.083
H -4.0327 -16.8851 2.0189 -0.241 0.493 -0.388 0.113
C 2.8928 -12.7384 -0.5361 0.902 0.866 -0.261 0.044
N 2.4873 -13.8057 0.3814 -0.130 -3.296 -1.572 -0.381
O 1.6185 -13.5921 1.1977 0.910 0.136 0.056 0.076
O 2.8630 -14.9684 0.0157 -0.642 2.597 1.512 0.025
H 3.9402 -12.7440 -0.8375 0.090 -0.762 0.483 0.102
H 2.7506 -11.7649 -0.0670 -0.800 -0.175 -0.327 0.108
H 2.3580 -13.0165 -1.4443 -0.376 0.757 0.101 0.113
C -3.7466 -12.6409 -4.1762 0.224 2.238 0.145 0.038
N -3.2432 -13.4812 -3.0824 -1.286 -1.608 -2.182 -0.479
O -2.0572 -13.4943 -2.9589 1.941 0.297 0.850 0.061
O -4.0204 -14.2135 -2.5370 -0.680 -0.301 1.151 0.094
H -3.4144 -11.6837 -3.7744 -0.310 0.526 -0.465 0.102
H -4.8262 -12.6026 -4.3215 0.253 -0.604 0.287 0.104
H -3.1720 -12.7621 -5.0944 -0.098 -0.548 0.265 0.104
C 0.6191 -16.0229 2.9748 0.471 -0.582 -1.442 0.065
N -0.7024 -15.5425 2.4403 0.216 1.452 1.259 -0.407
O -1.5359 -15.2438 3.2715 -0.389 -0.543 0.210 0.064
O -0.8146 -15.2473 1.2687 0.251 -0.798 -0.434 0.043
H 0.9143 -15.5132 3.8920 -0.499 0.039 -0.222 0.107
H 1.2810 -15.8099 2.1354 0.265 0.036 0.405 0.058
H 0.6088 -17.1062 3.0948 -0.376 0.080 0.176 0.107
C 3.5815 -19.0111 -4.7838 -1.038 0.248 1.140 0.049
N 4.9449 -19.0290 -4.1316 -0.572 2.167 -0.087 -0.435
O 5.7681 -19.7999 -4.5159 0.726 -1.292 -0.331 0.079
O 5.1512 -18.1449 -3.2968 -0.521 -1.025 -0.652 0.049
H 3.4263 -19.4101 -5.7861 1.099 0.118 0.028 0.097
H 3.2357 -17.9845 -4.6627 0.102 -0.120 -0.303 0.091
H 2.9281 -19.6097 -4.1491 0.164 -0.094 0.283 0.085
O 4.1429 -21.1555 0.6519 -0.627 1.032 -2.463 -0.229
S 3.8940 -21.1067 -0.7858 -1.122 -1.812 0.862 0.733
O 2.6802 -20.5010 -1.3697 3.273 -1.269 1.194 -0.251
O 5.2607 -20.6772 -1.5391 -4.327 3.302 0.228 -0.197
C 6.0172 -21.7248 -1.8496 4.617 -3.422 1.399 -0.246
C 5.4437 -23.0351 -1.1966 -0.778 1.170 -0.729 -0.117
O 4.0505 -22.6627 -1.2867 -1.252 0.434 0.384 -0.216
H 6.3057 -21.8856 -2.8884 -0.669 0.466 -0.169 0.128
H 6.8941 -21.4367 -1.2698 1.004 -0.802 -0.555 0.137
H 5.7251 -23.2612 -0.1681 0.013 0.529 0.077 0.124
H 5.5924 -23.9538 -1.7639 -0.138 0.355 -0.311 0.131
O -2.2837 -18.0238 -4.4021 0.871 -1.515 -3.411 -0.258
S -2.2811 -18.7228 -5.7039 -2.669 -1.412 0.338 0.789
O -2.7633 -20.1463 -5.7363 1.807 4.273 -0.097 -0.272
O -3.2471 -17.7718 -6.7251 1.640 -1.109 1.063 -0.211
C -2.7379 -17.8604 -8.0582 0.208 0.632 0.001 -0.189
C -1.2000 -18.0332 -7.9957 -1.207 -1.344 0.999 -0.122
O -0.9320 -18.5980 -6.6634 -0.891 0.511 1.039 -0.234
H -3.2568 -18.6542 -8.5955 0.165 0.020 -0.005 0.130
H -2.8829 -16.8849 -8.5226 -0.579 -0.178 -0.058 0.127
H -0.6937 -17.0796 -8.1452 0.259 -0.347 0.272 0.127
H -0.9296 -18.8392 -8.6779 0.420 0.473 -0.161 0.130
O -2.3316 -8.9589 1.0769 2.103 -2.537 0.810 -0.261
S -1.2403 -9.8982 1.3822 1.015 1.361 -1.108 0.761
O 0.0219 -9.3432 1.8844 -2.522 -1.353 -0.824 -0.268
O -1.7666 -11.1527 2.3063 0.988 3.796 0.182 -0.182
C -1.5602 -12.3868 1.7444 -1.554 -1.576 -1.775 -0.226
C -1.4473 -12.1773 0.2181 -0.095 0.235 -0.029 -0.138
O -0.8507 -10.8237 -0.0110 -1.128 -0.800 2.464 -0.212
H -0.7709 -13.0293 2.1344 0.187 0.786 0.293 0.097
H -2.5428 -12.8153 1.9419 0.361 -1.031 -0.133 0.138
H -2.4047 -12.2341 -0.2999 -0.225 0.501 0.302 0.114
H -0.9211 -13.0361 -0.1987 0.897 0.668 -0.201 0.101
O -0.3139 -24.8868 1.5321 0.526 2.019 -1.326 -0.254
S -0.1221 -23.5262 1.0538 -1.769 2.144 1.476 0.777
O 1.2239 -22.9274 1.0311 -3.129 -1.425 -0.455 -0.260
O -1.0666 -23.2326 -0.2845 0.572 -0.075 -0.139 -0.206
C -1.9694 -22.0849 -0.1425 0.046 0.860 1.156 -0.148
C -2.2721 -22.0071 1.3360 0.417 0.223 -0.475 -0.234
O -1.1436 -22.5029 1.9757 3.079 -2.038 0.571 -0.213
H -1.5676 -21.0963 -0.3646 0.986 -0.568 -0.677 0.098
H -2.9568 -22.0865 -0.6043 0.453 -1.247 -0.878 0.136
H -3.1574 -22.5982 1.5708 -0.063 0.315 0.447 0.134
H -2.2352 -20.9466 1.5852 -1.068 -0.117 0.272 0.111
O -0.9275 -19.0534 0.4417 1.079 1.051 -1.016 0.090
C -0.4371 -18.1819 -0.2787 -4.268 -1.392 3.627 -0.480
C 0.9268 -17.8507 -0.4903 1.576 -0.504 1.626 -0.134
C 0.8312 -17.2635 -1.8069 1.649 2.118 -2.005 -0.140
C -0.6181 -16.5616 -1.9237 3.298 -1.058 1.280 -0.052
O -1.3162 -17.3586 -0.8919 -0.200 0.493 -2.473 0.017
H 1.4121 -17.0631 0.0861 -0.817 -0.243 1.151 0.117
H 1.4884 -18.7684 -0.3156 0.265 0.156 -0.549 0.124
H 1.6252 -16.5172 -1.7799 -0.114 0.383 -0.895 0.100
H 1.2181 -18.0416 -2.4650 -1.099 0.267 -1.158 0.113
H -0.6327 -15.5255 -1.5855 0.272 -0.116 0.301 0.096
H -0.7687 -16.4940 -3.0012 -1.738 -1.047 0.233 0.100
```
Positions in Å, forces in eV/Å.